Computed, not measured: a structure of composition C28H38BN5P2Pt, with the ωB97M-V functional and the def2-TZVPD basis.

XYZ file:
```
75
Properties=species:S:1:pos:R:3:lowdin_spin:R:1
Pt 0.16433 -2.71847 2.07523 1.38
C -0.55583 1.98873 4.42091 0.00
C -1.38954 1.84020 3.42091 0.00
C -1.10912 1.94868 1.93427 0.00
C 0.02528 1.08035 1.33227 0.00
C 1.46121 1.39057 1.67543 0.00
C 1.90170 2.22177 2.62365 0.00
C 1.10141 3.36325 3.12196 0.00
C 0.50673 3.03179 4.51619 0.00
C 2.03326 -2.72181 2.85011 0.18
H -0.58522 1.29574 5.28524 0.00
H -2.43035 1.41319 3.61605 0.00
H -0.97240 3.00081 1.63282 0.00
H -2.05505 1.63248 1.48044 0.00
H -0.22482 0.01352 1.51829 0.00
H -0.05893 1.10620 0.21847 0.00
H 2.21119 0.75948 1.12442 0.00
H 2.90604 2.16772 3.06843 0.00
H 0.25162 3.57426 2.46781 0.00
H 1.63912 4.31573 3.15005 0.00
H 1.27265 2.80316 5.27083 0.00
H 0.14998 3.99248 4.91709 0.00
H 1.83625 -2.17339 3.78119 0.01
H 2.77271 -2.19655 2.27262 0.03
H 2.10175 -3.76041 3.10818 0.03
P 1.54089 -1.20706 -1.05257 0.05
P -2.28894 -0.46075 -0.96039 0.00
N 2.85827 -0.07362 -1.52343 0.01
N 2.04270 -2.41656 -2.27308 0.00
N -2.35426 1.20524 -1.67650 0.00
N -3.72045 -0.95087 -1.88245 0.00
C 0.31088 -0.37808 -2.13455 0.00
C -1.04330 -1.08220 -2.19229 0.00
C 3.96807 0.17291 -0.71682 0.00
C 4.83113 1.01806 -1.40383 0.00
C 4.24977 1.28413 -2.67793 0.00
C 3.03975 0.61557 -2.72474 0.00
C 2.43159 -3.71942 -1.94455 0.00
C 2.77128 -4.38851 -3.11775 0.00
C 2.60986 -3.46766 -4.19714 0.00
C 2.17329 -2.26787 -3.65397 0.00
C -2.74159 2.36911 -0.99368 0.00
C -2.46677 3.46545 -1.79993 0.00
C -1.83891 2.98715 -2.97912 0.00
C -1.83758 1.60717 -2.91198 0.00
C -4.46028 -0.31321 -2.90279 0.00
C -5.38003 -1.21889 -3.41304 0.00
C -5.16725 -2.46984 -2.74178 0.00
C -4.13644 -2.28978 -1.83996 0.00
H 0.65852 -0.30111 -3.17150 0.00
H 0.25681 0.66711 -1.78330 0.00
H -1.47899 -0.99172 -3.19810 0.00
H -0.96881 -2.15088 -1.94872 0.00
H 4.02833 -0.26241 0.27039 0.00
H 5.76138 1.39060 -1.04029 0.00
H 4.64326 1.89192 -3.47116 0.00
H 2.31167 0.59272 -3.52223 0.00
H 2.42553 -4.03799 -0.90763 0.00
H 3.07474 -5.41726 -3.19724 0.00
H 2.75833 -3.64877 -5.24753 0.00
H 1.95602 -1.33015 -4.14696 0.00
H -3.24189 2.32056 -0.03995 0.00
H -2.66810 4.48869 -1.54417 0.00
H -1.39010 3.52360 -3.79640 0.00
H -1.55216 0.87314 -3.65690 0.00
H -4.30219 0.72238 -3.16077 0.00
H -6.10395 -1.01965 -4.17977 0.00
H -5.70441 -3.38915 -2.89655 0.00
H -3.65531 -2.96183 -1.14974 0.00
B -0.94656 -1.18644 6.21180 0.03
C -0.83260 -2.05980 4.91042 0.08
N -0.66502 -2.41604 3.81017 0.15
H -2.00703 -0.59517 6.16921 0.00
H 0.06439 -0.50097 6.16229 0.02
H -0.76753 -1.59133 7.35607 0.02
```

DFT total energy, eV: -59594.88590
Kohn-Sham gap (spin up / spin down), eV: 7.07 / 4.93
2S+1: 3
Energy above the lowest of the compared OMol25 structures with the same formula, charge and spin, kJ/mol: 129.32
HOMO energy (spin up / spin down), eV: -8.4 / -8.4

Computed, not measured: a structure of composition C46H44ClN2O7P3Ta, with the ωB97M-V functional and the def2-TZVPD basis.

XYZ file:
```
104
Properties=species:S:1:pos:R:3:lowdin_charge:R:1
Ta 0.73867 -0.02673 0.00291 1.78
O 1.63644 3.29667 0.11945 -0.30
Cl 0.87038 2.39264 -0.66044 0.84
O 0.56486 2.84608 -1.97556 -0.30
O -1.58002 1.58827 0.76566 -0.08
O 1.80171 1.20107 -0.91875 -0.56
O 1.03510 1.12948 1.68848 -0.50
P 1.08002 1.19843 3.21656 0.88
C 0.05731 -0.22362 3.81631 -0.26
P 0.55894 -1.76150 2.94199 0.86
O 0.71572 -1.47646 1.44263 -0.50
C 2.10893 -2.35042 3.62776 -0.29
C 3.18488 -2.62774 2.79283 -0.07
C 4.35276 -3.13791 3.32889 -0.04
C 4.43957 -3.38116 4.69154 -0.03
C 3.36262 -3.11151 5.52421 -0.04
C 2.19208 -2.60259 4.99397 -0.07
C -0.74334 -2.98661 3.19296 -0.30
C -1.59296 -2.95347 4.29425 -0.07
C -2.50669 -3.97672 4.48693 -0.03
C -2.56791 -5.03142 3.58906 -0.03
C -1.71880 -5.06890 2.49114 -0.04
C -0.80144 -4.05253 2.29591 -0.09
C 0.26554 2.71035 3.77497 -0.28
C 0.39909 3.87126 3.01453 -0.06
C -0.20238 5.04340 3.44352 -0.03
C -0.92020 5.06812 4.63000 -0.03
C -1.03567 3.91677 5.39613 -0.04
C -0.44342 2.73891 4.97514 -0.08
C 2.76447 0.94517 3.80303 -0.29
C 3.80821 0.84075 2.88797 -0.07
C 5.10288 0.66656 3.34697 -0.04
C 5.35706 0.60920 4.70914 -0.03
C 4.31664 0.72215 5.62013 -0.04
C 3.01968 0.89564 5.17203 -0.07
H -1.00251 -0.01746 3.64290 0.09
H 0.22180 -0.36290 4.88306 0.07
H 3.08580 -2.44949 1.73371 0.07
H 5.19157 -3.35696 2.68656 0.12
H 5.34271 -3.80122 5.10455 0.12
H 3.43381 -3.31061 6.58188 0.12
H 1.33890 -2.42229 5.63107 0.11
H -1.54458 -2.14373 5.00645 0.11
H -3.15982 -3.95979 5.34562 0.12
H -3.26807 -5.83489 3.75315 0.13
H -1.76165 -5.90044 1.80455 0.12
H -0.11082 -4.07484 1.46197 0.11
H 0.97693 3.85925 2.10189 0.08
H -0.09550 5.94245 2.85637 0.12
H -1.38036 5.98444 4.96622 0.13
H -1.57857 3.93968 6.32791 0.12
H -0.52938 1.85266 5.58602 0.10
H 3.59952 0.92702 1.82872 0.10
H 5.91985 0.59357 2.64602 0.12
H 6.37041 0.49967 5.06364 0.13
H 4.52238 0.68950 6.67839 0.12
H 2.21371 1.01653 5.88102 0.11
N -1.76637 -1.40187 0.54125 0.05
C -2.85188 -1.33385 -0.40545 -0.30
C -4.02341 -2.05480 -0.21261 -0.01
C -5.09174 -1.89958 -1.07851 -0.03
C -5.01841 -0.95459 -2.09040 -0.03
C -3.85456 -0.23444 -2.28250 -0.07
C -2.72976 -0.47721 -1.49287 -0.26
P -1.16382 0.42058 -1.79706 1.10
C -0.65924 0.09676 -3.52613 -0.32
C -1.57634 -0.11214 -4.55685 -0.06
C -1.14018 -0.44176 -5.83049 -0.04
C 0.21123 -0.58845 -6.09343 -0.04
C 1.13031 -0.39601 -5.07275 -0.05
C 0.70514 -0.05050 -3.80048 -0.10
C -1.91476 2.06790 -1.54872 -0.34
C -2.38200 2.89516 -2.56203 -0.06
C -3.06312 4.05683 -2.24161 -0.03
C -3.27487 4.40033 -0.91714 -0.03
C -2.79213 3.59548 0.10423 0.01
C -2.10562 2.43790 -0.21505 -0.33
H -1.40909 -2.35592 0.55964 0.06
H -2.15984 -1.23803 1.46825 0.10
H -4.10319 -2.73056 0.62653 0.12
H -5.98794 -2.48394 -0.94476 0.12
H -5.87287 -0.76765 -2.72135 0.12
H -3.83759 0.54910 -3.02366 0.10
H -2.63646 -0.03763 -4.38626 0.09
H -1.86635 -0.59025 -6.61590 0.12
H 0.54349 -0.84911 -7.08619 0.12
H 2.18284 -0.51715 -5.27865 0.12
H 1.44272 0.11914 -3.02587 0.07
H -2.21904 2.63007 -3.59421 0.12
H -3.43606 4.69406 -3.02624 0.12
H -3.82505 5.29503 -0.66886 0.12
H -2.96652 3.86382 1.13836 0.13
H -1.85868 1.94161 1.62465 0.11
N 0.81966 -3.71597 -2.59770 0.25
C 1.09304 -2.74004 -1.75259 -0.48
O 0.19838 -1.95533 -1.35399 -0.14
C 2.49588 -2.58853 -1.22922 -0.14
C 2.70034 -1.17741 -0.68411 -0.18
H -0.12389 -3.84535 -2.93998 0.15
H 1.52427 -4.35712 -2.93594 0.15
H 3.21772 -2.81769 -2.01859 0.14
H 2.62918 -3.33672 -0.43932 0.13
H 3.13611 -0.55336 -1.46426 0.07
H 3.41013 -1.17825 0.14107 0.05
```

DFT total energy, eV: -107644.94493
Kohn-Sham gap, eV: 7.25
2S+1: 1
Energy above the lowest of the compared OMol25 structures with the same formula, charge and spin, kJ/mol: 370.15
HOMO energy, eV: -15.8
Charge: +3

Computed, not measured: a cluster of 3 separate species, C3H13N2O2S in total, with the ωB97M-V functional and the def2-TZVPD basis.

XYZ file:
```
21
Properties=species:S:1:pos:R:3:lowdin_charge:R:1
N -0.81197 -0.16790 0.51540 -0.04
C 0.39912 -0.14812 -0.33287 -0.47
C 0.73084 -1.52849 -0.93746 -0.70
S -0.53852 -2.84597 -0.73558 0.14
C 1.57692 0.49100 0.46589 -0.25
N 2.80791 0.24237 -0.31205 -0.03
H -1.31220 -1.01848 0.24385 -0.07
H -0.54389 -0.39050 1.48372 0.06
H 0.13936 0.63195 -1.06823 0.12
H 0.84609 -1.38962 -2.01822 0.03
H 1.67936 -1.91264 -0.57960 0.02
H 1.51529 1.57242 0.63140 0.09
H 1.64457 -0.09914 1.38467 0.11
H 3.64873 0.60939 0.10291 0.05
H 2.66891 0.48946 -1.27460 0.06
H -1.28225 3.47688 1.04759 0.01
H -0.08460 2.61612 1.37514 0.00
O -0.42125 3.51362 1.48662 -0.07
H -3.51842 1.46042 0.45964 0.04
H -2.18652 2.04038 0.42080 -0.01
O -3.10492 2.31042 0.25550 -0.08
```

DFT total energy, eV: -21233.02636
Kohn-Sham gap, eV: 6.20
2S+1: 1
Energy above the lowest of the compared OMol25 structures with the same formula, charge and spin, kJ/mol: 129.45
HOMO energy, eV: -2.7
Charge: -1

Computed, not measured: a cluster of 5 separate species, C24H55N4O6 in total, with the ωB97M-V functional and the def2-TZVPD basis.

XYZ file:
```
89
Properties=species:S:1:pos:R:3:lowdin_charge:R:1
C -4.05688 -5.60181 1.41170 -0.11
O -3.51623 -5.03775 0.26043 -0.20
C -4.15923 -5.39848 -0.94251 -0.19
C -3.34886 -4.90942 -2.12293 -0.06
N -3.00834 -3.45111 -1.85908 0.07
H -3.85333 -2.93141 -2.11768 0.18
H -2.98030 -3.26249 -0.84936 0.17
C -1.75149 -2.94943 -2.52138 -0.09
C -1.64282 -1.45430 -2.36427 -0.22
O -2.75759 -0.78307 -2.90089 -0.14
C -2.60060 -0.57995 -4.28377 -0.10
H -3.64685 -5.34542 2.39004 0.10
H -3.92795 -6.69368 1.42123 0.10
H -5.12786 -5.38453 1.51865 0.10
H -5.03792 -4.73656 -0.90005 0.14
H -4.43241 -6.44828 -1.03952 0.14
H -3.82642 -4.93936 -3.09614 0.15
H -2.37691 -5.40207 -2.15100 0.11
H -1.83776 -3.21754 -3.57605 0.13
H -0.90765 -3.53541 -2.14995 0.11
H -0.67793 -1.16380 -2.79714 0.14
H -1.47852 -1.12896 -1.33334 0.12
H -3.49772 -0.15114 -4.72608 0.10
H -2.37194 -1.49750 -4.84316 0.08
H -1.78865 0.09249 -4.58604 0.10
C -0.25859 5.72728 -2.86179 -0.08
O -0.79973 6.43763 -1.75946 -0.16
C 0.08558 7.42281 -1.30188 -0.23
C 1.03337 6.93713 -0.22488 -0.10
N 0.20054 6.30503 0.84278 0.07
H -0.61043 6.88052 1.07101 0.19
H -0.23813 5.52119 0.33282 0.12
C 0.85731 5.56313 2.00511 -0.06
C 1.80777 6.45315 2.75043 -0.20
O 2.92370 6.74682 1.93307 -0.21
C 4.13877 7.11853 2.53524 -0.09
H 0.67810 5.21740 -2.59767 0.09
H -0.00607 6.39201 -3.69077 0.09
H -0.94483 4.92741 -3.12470 0.10
H -0.50555 8.28236 -0.96031 0.13
H 0.60534 7.96975 -2.09784 0.13
H 1.74302 7.66184 0.17165 0.13
H 1.75171 6.20746 -0.60585 0.14
H 1.34126 4.72530 1.51347 0.13
H 0.00311 5.27646 2.61295 0.14
H 2.14972 5.94487 3.65761 0.13
H 1.34734 7.37362 3.12363 0.14
H 3.97361 7.97976 3.18669 0.09
H 4.85269 7.28249 1.73026 0.09
H 4.66873 6.37428 3.14582 0.09
C -0.29553 1.51777 0.00434 -0.04
C -1.56054 2.40077 0.10825 -0.77
O -2.65421 1.94135 -0.23460 -0.05
O -1.31207 3.61278 0.40866 -0.12
H -0.29486 0.76593 0.79671 0.05
H 0.61503 2.11161 0.00783 0.05
H -0.35526 1.00652 -0.96207 0.05
C 1.29637 -2.16862 0.41215 -0.09
C 1.98861 -3.08651 -0.58545 -0.25
N 1.12276 -4.25514 -0.85758 -0.20
C 1.66946 -4.93035 -2.02165 -0.29
C 0.82101 -6.09382 -2.50698 -0.08
C 0.90242 -5.04838 0.34506 -0.25
C 2.17305 -5.76146 0.84485 -0.07
H 1.41809 -2.56458 1.41972 0.07
H 0.23775 -2.01277 0.20365 0.06
H 1.76419 -1.18155 0.42302 0.08
H 2.25650 -2.52464 -1.48250 0.11
H 2.97686 -3.34525 -0.18184 0.12
H 1.64719 -4.19493 -2.83479 0.11
H 2.72704 -5.22020 -1.95809 0.12
H 1.12842 -6.36130 -3.51957 0.08
H 1.02080 -6.99053 -1.91435 0.08
H -0.24780 -5.88508 -2.49433 0.04
H 0.14012 -5.82811 0.25025 0.11
H 0.48199 -4.42181 1.12664 0.10
H 2.72908 -6.25963 0.04934 0.07
H 1.97876 -6.59669 1.52291 0.08
H 2.81789 -5.06742 1.38322 0.07
N 2.04427 0.99350 5.57178 0.00
C 1.38586 -0.04845 5.01291 -0.13
C 1.07101 0.34066 3.69923 -0.11
C 1.56374 1.61946 3.52740 -0.13
C 2.21918 2.00957 4.66991 -0.13
H 2.37801 0.94841 6.51864 0.15
H 1.24274 -1.02295 5.44469 0.10
H 0.46934 -0.29833 3.07287 0.08
H 1.46515 2.18322 2.61117 0.08
H 2.78142 2.89966 4.88953 0.10
```

DFT total energy, eV: -44014.89225
Kohn-Sham gap, eV: 7.23
2S+1: 1
HOMO energy, eV: -9.1
Charge: +1